Below is a structure of composition C24H76F6MnNO31S2 at a distorted geometry, with properties calculated with wB97M-V/def2-TZVPD.

XYZ file:
```
141
Properties=species:S:1:pos:R:3
Mn 1.248 -3.238 0.598
C 2.202 0.467 2.458
F 3.208 -0.379 2.249
F 1.863 0.361 3.752
F 2.537 1.718 2.203
S 0.686 -0.152 1.522
O 0.123 -1.145 2.384
O -0.006 1.060 1.163
N 1.125 -1.088 0.261
S 1.842 -0.746 -1.098
O 2.649 0.388 -0.922
O 2.453 -1.921 -1.695
C 0.346 -0.139 -2.180
F 0.667 1.029 -2.694
F -0.053 -0.956 -3.144
F -0.746 -0.036 -1.362
C -3.936 0.503 -3.007
C -4.621 -0.740 -2.409
O -3.847 -1.963 -2.333
O -3.795 0.413 -4.425
H -2.987 0.688 -2.523
H -4.618 1.322 -2.791
H -5.677 -0.959 -2.804
H -4.709 -0.448 -1.371
H -3.639 -2.278 -3.242
H -3.083 1.067 -4.600
C 0.152 2.795 -5.856
C 1.057 3.834 -5.253
O 1.453 3.571 -3.927
O -0.894 2.557 -4.880
H 0.716 1.868 -6.039
H -0.272 3.081 -6.801
H 0.476 4.829 -5.226
H 1.834 4.046 -5.980
H 2.418 3.616 -3.793
H -0.458 2.926 -4.062
C -3.261 2.318 3.400
C -2.420 3.537 3.721
O -1.433 3.722 2.697
O -2.381 1.269 2.879
H -3.946 2.564 2.577
H -3.771 1.824 4.224
H -1.858 3.460 4.633
H -3.060 4.457 3.750
H -1.816 3.778 1.775
H -1.711 1.868 2.447
C 0.375 7.310 0.936
C 0.999 8.313 1.959
O 1.713 7.481 2.909
O 1.386 6.658 0.173
H -0.178 7.931 0.242
H -0.257 6.599 1.523
H 0.139 8.827 2.471
H 1.677 9.029 1.349
H 2.482 7.855 3.331
H 2.039 6.252 0.708
C -0.938 4.916 -1.407
C -2.264 4.506 -0.830
O -2.092 3.429 0.082
O -0.460 3.703 -2.071
H -0.185 5.282 -0.725
H -1.106 5.783 -2.082
H -3.044 4.283 -1.550
H -2.629 5.358 -0.233
H -1.743 2.679 -0.382
H 0.382 3.922 -2.315
C -2.942 -5.972 -0.680
C -3.425 -4.535 -0.744
O -2.493 -3.618 -0.147
O -1.715 -6.118 -1.417
H -3.662 -6.704 -1.135
H -2.780 -6.268 0.382
H -4.294 -4.446 -0.077
H -3.637 -4.237 -1.763
H -2.802 -2.703 -0.397
H -1.352 -7.026 -1.345
C -2.839 -1.182 4.879
C -1.878 -0.453 5.865
O -0.697 0.033 5.202
O -2.357 -2.013 3.810
H -3.429 -0.387 4.359
H -3.513 -1.825 5.416
H -1.470 -1.045 6.665
H -2.507 0.372 6.301
H -0.861 0.304 4.309
H -1.836 -1.449 3.208
C -0.101 -3.422 5.903
C -0.272 -4.618 4.953
O -1.118 -4.390 3.784
O 0.587 -2.434 5.123
H 0.640 -3.715 6.614
H -1.046 -3.082 6.291
H -0.770 -5.371 5.537
H 0.634 -5.022 4.640
H -1.592 -3.521 3.842
H 0.140 -1.589 5.081
C 4.701 3.294 -0.564
C 4.736 3.592 -2.093
O 3.867 2.749 -2.919
O 5.317 2.036 -0.317
H 3.633 3.264 -0.261
H 5.290 4.077 -0.020
H 5.702 3.487 -2.577
H 4.332 4.566 -2.231
H 3.929 1.819 -2.672
H 4.689 1.368 -0.638
C -1.709 -2.635 -6.870
C -2.058 -2.016 -5.574
O -3.450 -2.099 -5.253
O -1.641 -4.071 -6.991
H -0.699 -2.389 -7.108
H -2.289 -2.241 -7.773
H -1.766 -0.985 -5.693
H -1.419 -2.490 -4.816
H -3.721 -1.138 -5.108
H -2.567 -4.340 -6.754
C 6.288 -4.379 1.253
C 6.961 -3.354 0.352
O 6.741 -1.973 0.854
O 5.105 -3.870 1.918
H 7.072 -4.805 1.956
H 5.880 -5.307 0.799
H 6.568 -3.285 -0.698
H 8.027 -3.483 0.239
H 7.583 -1.527 1.067
H 5.331 -3.028 2.351
O 1.969 -3.358 2.708
H 1.377 -2.984 3.348
H 2.432 -4.046 3.216
O -0.375 -4.288 1.220
H -0.633 -4.188 2.170
H -1.255 -4.175 0.790
O -2.862 -0.942 1.092
H -2.858 -0.094 1.580
H -3.463 -1.527 1.540
O 3.281 -3.652 0.090
H 3.413 -3.196 -0.730
H 4.065 -3.429 0.705
O 0.592 -4.208 -1.221
H -0.288 -4.625 -1.318
H 1.205 -4.550 -1.876
```

Computed properties:
- Spin multiplicity: 6
- Maximum force: 4.04 eV Å⁻¹
- Charge: +1
- LUMO level (alpha / beta): -1.78 / -1.79 eV
- Kohn-Sham gap (alpha / beta): 9.68 / 9.67 eV
- E_tot: -160370.556 eV
- Energy relative to the best compared isomer or geometry (same formula, charge and spin): 0.0000 eV

---

Below is a cluster of 2 separate species, C2H6F2NP in total at a distorted geometry, with properties calculated with wB97M-V/def2-TZVPD.

XYZ file:
```
12
Properties=species:S:1:pos:R:3
C -0.747 -1.143 0.188
C -0.761 1.178 -0.387
N -0.278 -0.124 -0.718
F 1.796 0.798 1.089
F 2.886 -1.042 -0.129
P 2.129 0.367 -0.439
H -1.170 -1.874 -0.454
H 0.096 -1.693 0.451
H -1.378 -0.936 1.026
H -1.787 1.261 -0.480
H -0.578 1.181 0.689
H -0.209 2.028 -0.838
```

Computed properties:
- Maximum force: 3.26 eV Å⁻¹
- LUMO level (alpha / beta): -0.22 / -0.24 eV
- Kohn-Sham gap (alpha / beta): 7.56 / 8.10 eV
- E_tot: -18383.688 eV
- Energy relative to the best compared isomer or geometry (same formula, charge and spin): 2.7235 eV

---

Below is a cluster of 2 separate species, C3H3Cl2NO in total at a distorted geometry, with properties calculated with wB97M-V/def2-TZVPD.

XYZ file:
```
10
Properties=species:S:1:pos:R:3
O -1.249 -0.771 -1.626
C -0.083 -1.014 -1.720
Cl 0.786 -1.034 -3.153
C 0.727 -1.402 -0.407
Cl 2.340 -2.021 -0.762
H 0.842 -0.535 0.248
H 0.300 -2.160 0.308
C -1.063 1.708 -0.150
N 0.007 1.693 0.195
H -2.087 1.712 -0.528
```

Computed properties:
- Maximum force: 3.64 eV Å⁻¹
- LUMO level: 0.58 eV
- Kohn-Sham gap: 11.21 eV
- E_tot: -31740.966 eV
- Energy relative to the best compared isomer or geometry (same formula, charge and spin): 0.7350 eV

---

> Among the records above, which one has the lowest maximum force?

C2H6F2NP

---

> Look up the energy relative to the best compared isomer or geometry (same formula, charge and spin) of the second one.

2.7235 eV

---

> Look up the maximum force of the first one.

4.04 eV Å⁻¹